[1]
Entry from OMol25: 3 unconnected molecules or ions with the total composition C3H11NO2 (ωB97M-V/def2-TZVPD).

Structure (XYZ):
```
17
Properties=species:S:1:pos:R:3:forces:R:3:mulliken_charge:R:1
H 0.480 2.639 -0.358 0.003 -0.047 0.038 0.283
H 1.302 2.515 1.206 -0.072 -0.033 -0.033 0.215
H -1.353 -2.584 -0.424 0.011 0.046 0.021 0.309
H -0.454 2.799 1.130 0.070 -0.043 -0.034 0.243
H 0.565 -0.654 -1.968 0.010 -0.019 0.025 0.312
C 0.377 2.239 0.675 -0.024 -0.043 -0.070 -0.746
O -1.851 -0.677 0.034 0.165 -0.072 0.031 -0.562
C -1.066 -1.800 0.280 0.133 0.049 0.067 -0.344
C 0.672 0.154 -1.260 -0.139 -0.057 0.394 -0.469
H -1.337 0.098 0.391 0.020 -0.089 -0.046 0.491
O 0.146 0.875 0.678 0.106 -0.091 -0.260 -0.726
N 0.371 -1.511 0.088 -0.100 0.305 -0.180 -0.456
H 0.755 -0.976 0.861 -0.047 -0.069 -0.011 0.334
H -1.215 -2.179 1.304 -0.020 0.064 -0.086 0.299
H 1.692 0.431 -1.044 -0.022 0.010 0.037 0.295
H -0.005 0.968 -1.465 -0.016 0.043 0.077 0.266
H 0.922 -2.336 -0.126 -0.079 0.046 0.030 0.254
```
Positions in Å, forces in eV/Å.

Output
LUMO level = 0.0053 hartree
E_HOMO = -8.5 eV
HOMO-LUMO gap = 8.66 eV

***

[2]
Entry from OMol25: a molecular structure, C22H35NO7P2RhSi2 (ωB97M-V/def2-TZVPD).

Structure (XYZ):
```
70
Properties=species:S:1:pos:R:3:forces:R:3:mulliken_charge:R:1
H 7.473 3.227 0.923 0.003 0.000 0.001 0.377
H -0.080 3.382 1.971 0.010 -0.025 0.013 0.483
H -1.137 1.992 1.797 -0.023 0.004 -0.009 -1.087
C -1.909 3.799 0.906 0.001 0.016 -0.035 -0.912
H -2.234 5.564 -0.312 -0.002 0.007 0.005 0.453
C -0.962 4.162 -1.399 -0.044 0.025 -0.026 -0.596
O -1.872 0.059 -0.312 0.111 -0.134 -0.021 -0.040
H -4.327 -0.810 -0.481 0.002 0.038 0.058 0.302
C 3.054 0.155 4.387 0.042 -0.003 0.004 -0.326
H 3.222 1.204 6.252 0.000 0.000 0.003 0.353
H 0.121 -2.310 4.760 -0.025 0.026 -0.002 0.414
H 7.752 3.598 -1.508 0.002 0.000 -0.001 0.364
H 1.381 -2.048 3.542 -0.043 0.006 0.013 0.194
C 5.436 2.577 0.745 -0.003 0.017 -0.008 -0.217
Rh 0.096 -0.156 0.658 -0.032 0.297 -0.006 0.682
H 2.847 -0.629 2.407 0.009 0.006 -0.002 0.391
O -0.571 -3.848 -1.356 0.005 0.000 0.092 -0.595
H 3.076 3.441 5.197 0.002 0.000 0.005 0.398
H -0.413 0.487 5.353 -0.005 -0.026 0.002 0.383
Si -0.612 -0.587 3.110 -0.039 -0.049 0.030 1.098
P -0.824 -3.303 0.122 0.142 -0.148 0.000 0.304
H 2.831 3.641 2.763 -0.002 0.005 -0.008 0.319
O -3.892 -1.065 -1.301 0.013 -0.038 -0.042 -0.628
H 1.490 3.922 0.646 0.020 0.010 0.014 0.373
C 3.036 2.547 4.586 0.003 -0.032 0.010 -0.745
H 1.900 0.184 -1.320 0.005 0.048 0.001 0.671
C 6.649 3.035 0.246 -0.009 -0.005 -0.004 -0.684
H -0.618 5.415 0.346 0.011 -0.006 -0.001 0.264
O 0.264 -2.277 0.453 -0.071 0.012 -0.045 -0.286
C -1.440 4.846 -0.100 -0.005 -0.020 -0.001 -0.690
O -1.650 -1.507 -2.375 0.055 0.031 -0.019 -0.877
C 6.807 3.243 -1.116 -0.010 -0.002 0.003 -0.408
N 0.041 2.440 0.099 0.031 0.016 -0.013 1.082
C 3.119 1.293 5.177 0.018 0.018 -0.022 -0.525
H -2.618 -1.832 2.337 -0.014 -0.005 -0.010 0.245
H 3.729 2.315 -2.159 -0.002 -0.002 0.000 0.349
H -1.251 1.547 4.215 0.015 0.010 -0.013 0.383
C 2.067 0.137 -0.241 0.005 -0.090 -0.017 -1.447
C -0.751 2.873 1.273 0.022 -0.090 -0.022 0.223
C 2.892 2.652 3.209 0.005 0.017 -0.002 0.058
H -1.611 2.108 -1.108 0.003 -0.003 -0.018 0.262
C 4.355 2.317 -0.099 0.004 -0.012 0.015 0.764
H -3.002 -0.122 2.594 0.009 -0.019 -0.011 0.239
H -0.108 2.238 -1.973 0.006 0.016 0.006 0.422
H -2.292 4.261 1.819 0.008 0.033 -0.004 0.541
H -2.729 3.216 0.479 0.000 0.001 0.018 0.310
H -0.762 -3.123 -1.991 -0.024 0.008 -0.025 0.428
C 2.830 1.520 2.393 -0.015 -0.004 -0.021 0.847
C -0.414 0.852 4.321 -0.016 0.029 -0.014 -0.914
C -0.686 2.677 -1.157 0.044 -0.037 0.071 -1.174
H 3.100 -0.827 4.842 0.001 0.007 0.009 0.386
C -2.453 -0.979 2.995 0.018 0.003 0.055 -1.263
C 2.912 0.271 3.010 0.005 0.013 -0.014 -0.911
H -1.721 4.245 -2.182 -0.004 0.004 0.019 0.466
H -0.071 4.666 -1.778 0.007 -0.001 -0.010 0.215
H 1.641 3.301 -0.974 -0.007 -0.016 -0.023 0.495
H 5.864 3.136 -3.042 0.002 0.003 -0.001 0.381
H 5.330 2.415 1.812 0.009 0.001 -0.001 0.283
Si 2.683 1.674 0.520 -0.076 0.068 0.010 -0.192
C 1.410 3.002 0.053 -0.005 -0.088 0.032 -1.137
P -2.303 -1.180 -1.087 -0.091 0.086 -0.049 0.428
C 5.747 2.985 -1.976 0.003 0.000 -0.004 -0.697
O -1.063 -4.380 1.091 -0.018 0.012 -0.034 -0.756
C 4.540 2.527 -1.469 0.009 0.010 0.004 -0.547
H -2.865 -1.219 3.982 0.028 0.006 0.014 0.434
O -2.198 -2.429 -0.074 -0.100 -0.018 0.014 -0.223
H 2.586 -0.794 -0.009 0.013 0.020 0.004 0.520
H 0.512 1.407 4.162 -0.014 0.008 0.013 0.029
C 0.303 -2.118 3.697 -0.017 -0.059 -0.009 -1.050
H -0.054 -2.970 3.114 0.014 -0.003 0.024 0.314
```
Positions in Å, forces in eV/Å.

Output
Charge = -1
⟨S²⟩ = 6.007
LUMO level (alpha / beta) = 0.0900 / 0.0696 hartree
E_HOMO (alpha / beta) = -4.1 / -6.2 eV
2S+1 = 5
HOMO-LUMO gap (alpha / beta) = 6.59 / 8.13 eV

***

[3]
Entry from OMol25: a molecular structure, C19H30N4O4PSe2TeW (ωB97M-V/def2-TZVPD).

Structure (XYZ):
```
62
Properties=species:S:1:pos:R:3:forces:R:3:mulliken_charge:R:1
C -2.366 0.343 3.096 0.218 -0.286 0.150 -0.162
C 2.737 1.748 -0.296 0.108 0.175 0.484 -0.497
C 2.266 -3.819 -0.979 -0.051 -0.002 -0.001 -1.183
C -0.930 -1.565 4.525 0.013 0.171 -0.158 -0.876
H 2.549 -3.999 -2.014 0.003 -0.023 -0.012 0.377
H 0.622 -3.065 -2.863 0.005 0.004 -0.027 0.399
H -5.744 2.596 -0.843 0.025 0.019 -0.001 0.425
C 0.624 0.513 -3.467 -0.008 0.027 0.017 -0.923
Te -1.061 3.258 1.041 0.146 -0.121 0.161 0.421
H -1.948 -3.459 -0.269 0.001 0.027 -0.003 0.479
C -2.240 -1.271 4.858 0.006 0.048 -0.056 -0.191
H 4.524 2.447 -1.201 0.039 0.017 -0.035 0.509
C -0.295 -3.239 -2.310 0.038 -0.059 -0.026 -1.176
H -0.356 -2.300 5.069 0.035 -0.032 0.027 0.545
C -1.556 -2.444 -0.346 -0.064 0.097 0.171 -0.920
H 3.952 -1.805 -1.264 0.007 0.016 0.008 0.428
Se 1.374 -0.934 2.773 0.210 0.249 0.086 0.023
H 3.087 -4.122 -0.332 0.009 -0.033 -0.004 0.416
N 2.026 -2.390 -0.730 -0.094 0.092 0.028 0.329
H 3.024 -0.565 -0.397 0.065 -0.277 0.015 0.388
Se 1.005 2.281 3.206 -0.408 0.195 0.285 0.110
H -1.425 -2.046 0.662 -0.042 -0.088 -0.179 0.146
C 3.930 2.416 -0.300 -0.239 -0.058 0.195 -1.200
H 3.683 -1.969 0.479 0.009 0.016 -0.009 0.392
H 0.910 0.725 -4.496 0.034 0.013 -0.065 0.508
H 5.317 3.574 0.881 0.062 0.035 0.025 0.473
H -4.456 1.917 0.133 0.015 -0.039 0.025 0.301
C 0.814 -1.885 -0.581 -0.070 -0.125 0.171 0.229
H 2.355 1.230 -1.162 -0.066 0.040 0.020 0.872
H 1.038 2.520 -2.706 -0.009 -0.055 -0.029 0.349
C 4.370 3.053 0.881 -0.128 -0.099 -0.063 -0.297
N 1.972 1.706 0.845 0.139 0.017 -0.285 0.577
N -0.275 -2.508 -1.040 0.224 0.274 0.144 0.311
H -0.435 -4.308 -2.155 -0.001 -0.014 -0.009 0.363
P -1.642 1.718 -0.758 0.216 0.329 -0.166 -0.023
H -3.988 -0.072 4.400 -0.058 -0.003 0.026 0.486
C -4.659 2.540 -0.740 -0.139 0.004 -0.023 -1.124
H 1.477 0.041 -2.977 0.029 -0.003 0.037 0.162
O -2.610 1.768 -1.938 -0.226 -0.104 0.193 -0.408
O 0.677 -0.743 0.079 -0.188 0.421 -0.457 0.938
H -2.867 1.089 2.493 0.081 -0.067 0.051 0.341
H 1.385 -4.397 -0.720 0.009 -0.023 -0.011 0.419
H -2.709 -1.783 5.686 -0.018 -0.041 0.050 0.467
C -2.968 -0.307 4.142 0.219 0.073 -0.201 -0.808
H 3.891 3.532 2.929 0.026 0.015 0.001 0.545
W 0.117 0.782 1.184 0.021 -1.868 0.218 -2.118
H -4.473 0.944 -2.217 -0.046 0.077 0.034 0.290
N -1.067 0.053 2.775 -0.192 0.306 -0.063 0.453
H -2.270 -1.828 -0.893 0.031 -0.028 0.039 0.258
H -0.612 2.282 -3.301 0.043 -0.037 0.007 0.556
C 0.226 1.801 -2.800 -0.079 0.121 0.100 -0.592
C 3.592 3.032 2.018 -0.213 -0.126 -0.093 -0.934
C -0.353 -0.857 3.478 -0.454 0.111 0.217 0.696
O -0.206 1.512 -1.404 0.015 0.041 -0.397 0.521
C 2.365 2.367 1.959 0.579 0.214 -0.484 0.754
H -0.209 -0.187 -3.488 -0.042 -0.015 -0.002 0.238
H -4.296 3.553 -0.573 0.026 0.032 0.012 0.313
C 3.240 -1.629 -0.459 0.024 0.196 0.010 -1.115
O -1.665 0.480 0.191 0.000 0.255 -0.089 0.097
C -4.106 1.945 -2.001 0.166 -0.024 -0.098 -0.083
H -1.132 -2.858 -2.896 0.002 -0.028 0.001 0.402
H -4.231 2.587 -2.869 -0.060 -0.052 0.040 0.325
```
Positions in Å, forces in eV/Å.

Output
Charge = +3
LUMO level (alpha / beta) = -0.4133 / -0.4133 hartree
E_HOMO (alpha / beta) = -16.5 / -16.5 eV
HOMO-LUMO gap (alpha / beta) = 5.26 / 5.26 eV